C22H36N6O3PbSi | ωB97M-V/def2-TZVPD

Last column: Löwdin charge in e.
Geometry (Å):
Pb 8.73159 12.46594 12.57706  1.251
N 8.10464 13.48590 9.75846  -0.012
C 6.68148 13.67751 9.58560  -0.261
C 5.93364 12.68847 10.45743  -0.211
N 6.24571 12.96133 11.85976  -0.141
C 5.59880 14.16764 12.36298  -0.211
C 6.54476 15.33031 12.77267  -0.248
N 7.64160 14.77514 13.56774  -0.082
H 8.67440 14.21756 9.39054  0.070
H 8.41062 12.61022 9.36802  0.050
H 6.30921 13.55602 8.54660  0.117
H 6.39736 14.70282 9.84853  0.103
H 6.24773 11.67585 10.24940  0.071
H 4.85744 12.74600 10.29170  0.121
H 5.95937 12.21720 12.49016  0.034
H 5.08854 13.89909 13.27924  0.101
H 4.83999 14.55413 11.65467  0.123
H 5.99134 16.08455 13.35591  0.108
H 6.96723 15.91696 11.93348  0.108
H 7.25257 14.30611 14.38667  0.057
H 8.25408 15.52412 13.85355  0.079
N 9.89686 10.71157 14.56468  0.006
N 9.25935 10.26868 15.73055  0.005
C 8.30678 10.95860 16.41325  -0.602
O 7.99662 10.64506 17.52452  0.102
O 7.72515 12.02990 15.80100  -0.031
H 9.82801 9.96028 13.90148  0.035
H 10.89655 10.83807 14.76034  0.109
H 9.54730 9.46750 16.27977  0.156
C 7.07864 7.46803 11.62643  -0.101
C 8.59931 7.66202 11.65642  -0.610
C 9.21044 6.55679 10.81796  -0.091
C 9.04214 7.51265 13.12019  -0.087
Si 8.90314 9.33478 10.88915  0.381
O 8.19049 10.51929 11.72443  -0.527
C 8.16922 9.28313 9.16078  -0.210
C 6.79973 9.53836 9.00105  -0.109
C 6.22865 9.49221 7.73657  -0.089
C 6.96605 9.07179 6.65638  -0.092
C 8.33380 8.81758 6.79260  -0.081
C 8.92674 8.90652 8.04015  -0.089
C 10.70638 9.69052 10.65349  -0.231
C 11.70086 8.85362 11.16444  -0.082
C 13.02802 9.06606 10.76510  -0.087
C 13.36259 10.05952 9.87289  -0.092
C 12.38138 10.95766 9.45981  -0.081
C 11.07546 10.78917 9.87336  -0.109
H 6.80822 6.53025 12.14042  0.088
H 6.68110 7.40494 10.61596  0.068
H 6.52054 8.28939 12.14575  0.096
H 8.87947 5.59318 11.17970  0.078
H 10.31361 6.56765 10.78178  0.076
H 8.85451 6.60205 9.77281  0.084
H 8.86240 6.47723 13.45594  0.089
H 8.49382 8.17094 13.78157  0.064
H 10.13624 7.73016 13.22328  0.070
H 6.20026 9.83300 9.84897  0.087
H 5.15898 9.64594 7.63340  0.104
H 6.56817 8.99424 5.66629  0.093
H 8.94571 8.56552 5.95724  0.092
H 9.99366 8.72209 8.13926  0.106
H 11.43936 8.01830 11.79639  0.070
H 13.81802 8.43497 11.16353  0.102
H 14.39803 10.17008 9.57005  0.102
H 12.63698 11.75106 8.79865  0.093
H 10.32515 11.48370 9.49428  0.092
N 6.01801 11.74099 14.29504  0.067
C 7.27547 11.88105 14.42250  -0.434
H 5.52208 11.57870 15.19904  0.090

Summary:
* ΔE to the lowest compared entry with this formula, charge and spin: 48.21 kJ/mol
* orbital gap: 8.382 eV

***

C3H8N2 | ωB97M-V/def2-TZVPD

Last column: Löwdin charge in e.
Geometry (Å):
C -1.17236 -1.28193 0.34030  -0.091
C -0.14250 -0.20265 0.07345  -0.428
C 0.43121 0.22364 -1.04073  -0.188
N 1.44761 1.27923 -1.09859  0.012
N 0.23629 0.49611 1.29137  0.026
H -0.69838 -2.13851 0.95764  0.097
H -1.61729 -1.81940 -0.59284  0.093
H -2.12633 -0.86229 0.82140  0.085
H -0.07070 0.01777 -1.97755  0.101
H 1.80392 1.40791 -0.13984  0.055
H 2.16595 1.00068 -1.78290  0.074
H -0.40763 0.33719 2.05335  0.058
H 0.15022 1.54225 1.09495  0.106

Summary:
* ΔE to the lowest compared entry with this formula, charge and spin: 185.77 kJ/mol
* orbital gap: 8.753 eV
* SMILES: C/C(N)=C/N

***

C24H28N4O4PPtS | ωB97M-V/def2-TZVPD

Last column: Löwdin charge in e.
Geometry (Å):
Pt 1.76960 -0.23025 -0.29968  1.314
O 4.14182 -2.79198 -1.97779  -0.116
S 2.96413 -2.49327 -1.27969  0.677
O 1.95690 -1.52667 -1.98225  -0.455
O 3.07248 -1.70869 0.02993  -0.409
C 1.98483 -3.84599 -0.86531  -0.283
C 2.49860 -5.12744 -0.85549  0.023
C 1.64964 -6.16751 -0.48061  0.020
C 0.33826 -5.90490 -0.12512  0.014
C -0.16842 -4.60204 -0.12651  -0.036
C 0.66241 -3.55380 -0.49160  -0.281
P -0.05697 -1.89347 -0.56120  1.131
C -0.94062 -1.51034 0.88501  -0.374
C -1.76843 -0.35983 0.86665  -0.070
C -2.47687 -0.01715 1.99834  -0.017
C -2.34291 -0.78339 3.15666  0.017
C -1.50623 -1.90179 3.19450  -0.020
C -0.78239 -2.25475 2.07703  -0.072
C -1.03743 -1.61728 -1.99452  -0.316
C -2.41870 -1.87657 -1.80179  -0.064
C -3.28125 -1.77255 -2.87200  -0.019
C -2.80392 -1.38990 -4.12211  0.013
C -1.45778 -1.08642 -4.30229  -0.012
C -0.56679 -1.20612 -3.25596  -0.043
H 3.52485 -5.31430 -1.14729  0.146
H 2.01698 -7.18488 -0.48383  0.143
H -0.31534 -6.72004 0.15681  0.140
H -1.20402 -4.43339 0.14190  0.130
H -1.86212 0.23273 -0.03616  0.119
H -3.14336 0.83488 1.98549  0.133
H -2.89225 -0.50273 4.04731  0.138
H -1.43655 -2.49407 4.09728  0.135
H -0.12746 -3.11655 2.10539  0.119
H -2.80397 -2.18906 -0.84106  0.114
H -4.33244 -1.98636 -2.73202  0.133
H -3.48232 -1.34796 -4.96421  0.137
H -1.10180 -0.76087 -5.27029  0.134
H 0.47328 -0.98964 -3.42791  0.099
C 1.70426 -0.06064 2.80103  0.012
O 2.45456 0.29142 1.57380  -0.247
H 0.76337 0.47831 2.75094  0.098
H 2.30448 0.28182 3.63996  0.122
H 1.55526 -1.13493 2.83387  0.090
H 3.30904 -0.18147 1.59704  0.127
C -0.76717 5.04076 1.67716  -0.071
C 0.00329 5.95185 0.72337  -0.399
C -0.85569 6.43557 -0.44976  -0.055
C 1.32200 5.31609 0.28569  -0.057
N 1.18159 3.89061 -0.14240  -0.046
C 1.73863 2.82386 0.39060  -0.081
N 1.30959 1.77265 -0.29637  -0.166
N 0.45464 2.24968 -1.25912  0.028
N 0.38086 3.50798 -1.15883  0.131
H -1.59511 5.58762 2.12387  0.094
H -0.13726 4.67287 2.49363  0.079
H -1.19954 4.18323 1.14966  0.069
H 0.32422 6.83015 1.28739  0.148
H -0.93448 5.69454 -1.24422  0.064
H -0.43630 7.34142 -0.88611  0.092
H -1.86333 6.66434 -0.10658  0.090
H 2.03411 5.28581 1.10909  0.136
H 1.77353 5.84287 -0.55359  0.146
H 2.43201 2.82795 1.21421  0.157

Summary:
* ΔE to the lowest compared entry with this formula, charge and spin: 177.08 kJ/mol
* orbital gap: 5.958 eV
* total charge: +3

***

C3H34NO14 | ωB97M-V/def2-TZVPD

Last column: Löwdin charge in e.
Geometry (Å):
O 1.18863 0.41670 -2.53165  0.048
C 0.70253 0.59954 -1.43633  -0.183
C 1.43378 0.35930 -0.12063  -0.304
C 0.59301 -0.50940 0.78993  -0.009
N 2.73887 -0.29151 -0.38044  0.217
H -0.20053 1.26148 -1.41849  0.137
H 1.51814 1.42865 0.15543  0.151
H 0.51172 -1.53912 0.41289  0.076
H -0.44952 -0.16454 0.72778  0.090
H 0.97232 -0.45352 1.81734  0.088
H 3.38531 0.28380 -0.98912  0.103
H 2.50739 -1.10914 -0.98463  0.131
H 3.04076 -0.55161 0.57118  0.150
H 0.45784 4.52079 -0.59628  0.047
H -0.20132 3.40422 0.14527  -0.005
O 0.66746 3.66723 -0.20513  -0.066
H -3.21757 0.88708 -2.20717  0.026
H -2.28437 1.92558 -2.85434  0.058
O -2.54649 0.99250 -2.90736  -0.066
H -4.05474 0.65015 0.42855  0.021
H -2.76094 1.52784 0.31223  -0.006
O -3.47424 1.09057 -0.19186  -0.064
H -2.98678 -2.66086 3.29513  0.071
H -2.97200 -1.91207 4.58419  0.069
O -3.55369 -2.09179 3.83103  -0.031
H -2.94386 1.34649 3.56128  0.036
H -1.76500 0.46685 3.73537  0.041
O -1.95902 1.40917 3.65309  -0.073
H 0.55308 -3.39213 -0.85606  -0.023
H -0.44066 -4.56858 -0.54983  0.039
O 0.09103 -3.87744 -0.14485  -0.080
H 1.91645 -2.93007 -2.73779  0.078
H 0.56714 -2.06015 -2.40322  0.028
O 1.43640 -2.41285 -2.09242  -0.064
H -1.24464 2.09790 2.11140  0.048
H -2.18145 3.07468 1.41223  0.079
O -1.47618 2.44714 1.21536  -0.079
H 3.57064 -1.11859 -4.24902  0.040
H 2.56212 -0.21373 -3.52097  -0.010
O 3.48668 -0.24487 -3.84234  -0.073
H -1.50937 -0.70553 -2.65113  0.021
H -1.34705 -1.77505 -3.78139  0.071
O -1.06404 -1.53279 -2.89910  -0.040
H 3.56480 -0.55522 3.77369  0.047
H 3.98235 -1.86368 3.20107  0.057
O 3.42964 -1.09354 2.98719  -0.056
H -4.12882 -0.51149 3.18233  0.020
H -5.17858 0.66822 2.93951  0.072
O -4.27533 0.37931 2.79133  -0.062
H 5.04029 1.41065 -2.10898  0.071
H 3.86404 2.29178 -1.59662  0.089
O 4.43374 1.53161 -1.37763  -0.027

Summary:
* ΔE to the lowest compared entry with this formula, charge and spin: 9.38 kJ/mol
* orbital gap: 10.862 eV
* total charge: +1